Entry 1:
A structure of composition C7H8ClNO2. Source: the OMol25 dataset; level of theory: the ωB97M-V functional and the def2-TZVPD basis.

Cartesian coordinates (Å):
C (-0.266452, -2.394631, 0.430083)
C (-0.250142, -2.245929, -1.094284)
C (-0.230669, -1.283605, 1.255692)
C (-0.509102, -1.045605, -1.551249)
C (-0.697545, 1.282224, -1.340256)
C (-0.390255, 0.040962, 0.680807)
C (1.348172, 2.035427, 1.038696)
N (-0.570834, 0.021167, -0.727430)
O (-0.566418, 2.354403, -0.817435)
O (1.262216, 0.631983, 1.042301)
Cl (-1.544420, 0.996368, 1.534259)
H (-0.296360, -3.426155, 0.735832)
H (-0.039888, -3.139932, -1.701113)
H (-0.180574, -1.327392, 2.355559)
H (-0.570042, -0.866577, -2.546031)
H (-0.642966, 1.150872, -2.479789)
H (0.633434, 2.522144, 1.658164)
H (1.233332, 2.559842, -0.007832)
H (2.278513, 2.134433, 1.534026)

Forces on atoms 1 to 3 (eV/Å):
0.5 1.9 -1.1
-0.1 -1.9 2.9
-0.7 -2.9 -0.8

Computed properties:
Kohn-Sham gap: 8.933 eV
Max |F|: 4.338 eV/Å
Total energy: -25492.9520 eV
Relative energy (zero: lowest compared OMol25 entry of this formula, charge and spin): 0.797 eV
Charge: 0

=====

Entry 2:
An isolated molecule of C7H8ClNO4S. Source: the OMol25 dataset; level of theory: the ωB97M-V functional and the def2-TZVPD basis.

Cartesian coordinates (Å):
C (-2.429002, 1.516034, -0.940166)
N (-1.461950, 0.818383, -0.039134)
O (-1.624952, 1.098863, 1.365488)
S (-1.855677, -0.787954, -0.175549)
O (-1.706767, -1.189935, -1.525872)
O (-3.039680, -0.937235, 0.587733)
O (-0.745822, -1.452825, 0.775822)
C (0.513642, -0.980494, 0.443599)
C (1.150144, -0.109766, 1.382121)
C (2.475401, 0.166273, 1.244272)
C (3.179460, -0.192885, 0.036950)
Cl (4.732640, 0.377904, -0.275704)
C (2.501153, -0.845086, -0.984824)
C (1.162791, -1.249094, -0.746382)
H (-1.969946, 1.394616, -1.816132)
H (-3.413202, 1.216875, -0.741590)
H (-2.365255, 2.680443, -0.836933)
H (-2.068091, 0.309002, 1.700247)
H (0.676544, 0.299767, 2.269100)
H (2.930442, 0.740841, 1.898840)
H (2.793453, -1.099093, -2.016763)
H (0.564670, -1.774625, -1.605132)

Forces on atoms 1 to 3 (eV/Å):
0.9 3.7 4.0
-0.1 0.5 0.3
0.2 0.6 -0.8

Computed properties:
Kohn-Sham gap: 9.735 eV
Max |F|: 5.511 eV/Å
Total energy: -40422.5906 eV
Relative energy (zero: lowest compared OMol25 entry of this formula, charge and spin): 1.769 eV
Charge: 0

=====

Entry 3:
An isolated molecule of C7H8F2. Source: the OMol25 dataset; level of theory: the ωB97M-V functional and the def2-TZVPD basis.

Cartesian coordinates (Å):
C (-2.632446, 0.187747, 0.038892)
C (-1.278853, 0.170684, -0.005319)
C (0.986194, -0.944698, -0.490343)
C (2.489243, 1.232194, 0.289508)
C (-0.529045, -0.920376, -0.440901)
C (2.090029, 0.120059, -0.618720)
C (3.403008, 0.075591, 0.003787)
F (3.706194, -0.805978, 1.002129)
F (4.532724, 0.265879, -0.712199)
H (-3.179143, 1.058115, 0.354770)
H (-3.209583, -0.670206, -0.259184)
H (-0.723105, 1.049811, 0.293559)
H (1.208426, -1.332737, 0.517503)
H (1.275758, -1.749925, -1.173774)
H (2.755640, 2.182476, -0.154544)
H (2.066731, 1.320505, 1.283978)
H (-1.011832, -1.822772, -0.775048)

Forces on atoms 1 to 3 (eV/Å):
-0.5 0.1 0.1
0.6 -0.4 -0.2
0.7 -0.5 0.1

Computed properties:
Kohn-Sham gap (spin up / spin down): 8.790 / 6.959 eV
Max |F|: 2.081 eV/Å
Total energy: -12818.4864 eV
Relative energy (zero: lowest compared OMol25 entry of this formula, charge and spin): 3.168 eV
Charge: 0

=====

Entry 4:
A cluster of 2 separate species, C7H8F3NO in total. Source: the OMol25 dataset; level of theory: the ωB97M-V functional and the def2-TZVPD basis.

Cartesian coordinates (Å):
H (-0.473719, 1.528099, 0.682209)
N (-0.276891, 0.758844, 1.353248)
C (0.784568, 0.112032, 1.350994)
C (2.141675, 0.439281, 0.720498)
C (0.749985, -1.197766, 2.221174)
F (0.478367, -2.277814, 1.403729)
F (1.961449, -1.436236, 2.770523)
F (-0.110900, -1.202005, 3.209277)
H (2.423937, -0.248171, -0.061758)
H (2.138556, 1.516548, 0.342184)
H (2.898077, 0.455864, 1.453344)
C (-2.399904, -0.191278, -1.536433)
C (-1.860561, 0.882677, -2.309855)
C (-0.495851, 0.848997, -2.214445)
O (-0.164929, -0.095083, -1.350334)
C (-1.293965, -0.686443, -0.911658)
H (-3.359369, -0.612098, -1.437694)
H (-2.439975, 1.619695, -2.717090)
H (0.352735, 1.284916, -2.633884)
H (-1.053283, -1.500058, -0.334029)

Forces on atoms 1 to 3 (eV/Å):
1.1 -0.5 0.7
-1.6 0.2 -0.3
1.2 -0.1 0.5

Computed properties:
Kohn-Sham gap: 9.748 eV
Max |F|: 2.676 eV/Å
Total energy: -19077.0870 eV
Relative energy (zero: lowest compared OMol25 entry of this formula, charge and spin): 0.560 eV
Charge: 0

=====

Entry 5:
An isolated molecule of C7H8INO2. Source: the OMol25 dataset; level of theory: the ωB97M-V functional and the def2-TZVPD basis.

Cartesian coordinates (Å):
C (1.605578, 1.615635, -0.069187)
C (0.357073, 1.736235, -0.808495)
C (1.967445, 0.462182, 0.405904)
C (-0.686137, 0.945792, -0.579539)
C (1.235294, -0.875160, 0.255355)
C (-0.182403, -0.802629, 0.730938)
C (-1.155382, -1.998247, 0.409709)
N (-2.048292, 0.927572, -1.088712)
O (-2.253321, 1.610878, -2.077656)
O (-2.888759, 0.279395, -0.497982)
I (-0.456959, 0.018197, 2.677205)
H (2.237754, 2.516266, 0.095049)
H (0.295533, 2.627372, -1.360637)
H (2.965578, 0.251250, 0.869925)
H (1.376848, -1.094740, -0.898397)
H (1.762663, -1.587297, 0.790319)
H (-1.704796, -2.303747, 1.389654)
H (-0.598593, -2.764973, 0.072057)
H (-1.829124, -1.563981, -0.315511)

Forces on atoms 1 to 3 (eV/Å):
0.1 1.4 -0.3
-1.0 0.1 1.0
2.2 -3.1 1.3

Computed properties:
Kohn-Sham gap: 8.325 eV
Max |F|: 5.227 eV/Å
Total energy: -21067.3401 eV
Relative energy (zero: lowest compared OMol25 entry of this formula, charge and spin): 7.011 eV
Charge: 0

=====

Entry 6:
A structure of composition C7H8Li2N2O7. Source: the OMol25 dataset; level of theory: the ωB97M-V functional and the def2-TZVPD basis.

Cartesian coordinates (Å):
Li (2.250782, -2.127480, 2.862132)
Li (0.244680, -1.030960, 1.554992)
C (-0.940842, 2.537526, 0.123318)
C (-1.873935, 2.887229, -0.880350)
C (-3.111472, 2.009507, -1.060145)
O (-4.051501, 2.425302, -1.751054)
C (-3.159368, 0.760243, -0.402187)
C (-2.161205, 0.341050, 0.488448)
C (-1.055781, 1.329977, 0.833948)
O (-0.232876, 0.935874, 1.688669)
O (-2.097385, -0.770904, 1.043201)
O (-1.665988, 3.811808, -1.686779)
H (-0.033855, 3.115992, 0.242865)
H (-4.009227, 0.116672, -0.600008)
O (2.206400, -0.384627, 2.057348)
H (2.982607, -0.679172, 1.547308)
O (0.337729, -2.540474, 2.933265)
H (0.711720, -3.423763, 2.791076)
C (1.509252, -1.263858, -1.271371)
O (0.582630, -1.664868, -0.608853)
N (2.271880, -0.202833, -0.852888)
N (1.949120, -1.965672, -2.389215)
H (2.202404, 0.027149, 0.138563)
H (2.829463, 0.354847, -1.469604)
H (2.823906, -1.750685, -2.825350)
H (1.490862, -2.847879, -2.507329)

Forces on atoms 1 to 3 (eV/Å):
-1.6 1.3 -0.1
-0.6 0.3 0.4
-0.6 -0.5 0.3

Computed properties:
Kohn-Sham gap: 3.187 eV
Max |F|: 2.043 eV/Å
Total energy: -25114.6817 eV
Charge: -2

=====

> Number 4 is which compound?

C7H8F3NO